Record 1
Formula: C16H36N2O5
Source: the OMol25 dataset
Level of theory: ωB97M-V/def2-TZVPD

Positions of all 59 atoms, in Å:
1 H -3.310 -1.329 2.590
2 H 0.261 -1.670 -1.397
3 H -2.185 -4.685 1.556
4 H 5.376 -0.165 4.241
5 H -4.124 -0.398 -1.705
6 C 2.377 -1.552 -1.901
7 H 1.589 -2.232 0.690
8 H 3.333 4.080 3.648
9 O -0.829 2.265 -1.208
10 O -2.888 2.485 -2.277
11 H -1.093 2.148 -3.240
12 C -3.620 1.138 -4.242
13 H -2.308 -3.914 3.753
14 C 3.935 3.402 3.039
15 H 0.492 0.321 -2.613
16 H -1.088 -3.978 0.364
17 C -2.243 -2.544 1.432
18 C 0.825 0.415 -1.560
19 H 2.599 1.225 -2.618
20 N 3.272 2.114 2.980
21 C 1.140 -1.062 -1.079
22 H 0.402 1.538 0.231
23 O -2.320 -1.788 0.476
24 C -2.851 -2.979 3.847
25 H -2.997 -0.893 -3.020
26 C -3.450 2.548 -3.588
27 C 1.311 -1.176 0.461
28 H 2.190 -1.279 -2.964
29 H 5.866 1.203 3.235
30 C -1.626 1.867 -2.295
31 H -0.924 0.430 -0.158
32 H 4.008 3.807 2.028
33 C 5.135 0.859 3.968
34 O -4.618 0.388 -3.581
35 C 2.139 1.301 -1.609
36 C 3.747 0.904 3.382
37 H -0.684 -3.867 2.081
38 C -4.052 -0.649 -2.783
39 H -4.639 -1.572 -2.990
40 H 2.417 -2.661 -1.806
41 H 2.339 2.072 2.599
42 H 5.187 1.477 4.866
43 O 3.058 -0.097 3.263
44 H 3.337 -1.118 -1.566
45 H 4.930 3.326 3.466
46 H -2.659 0.603 -4.376
47 C -0.189 1.132 -0.621
48 H 0.348 -1.016 0.994
49 C -1.504 -3.855 1.361
50 H 1.782 2.354 -1.541
51 H -4.441 3.033 -3.471
52 H 2.852 1.044 -0.806
53 H 2.114 -0.546 0.887
54 H -4.002 1.339 -5.273
55 N -2.834 -2.218 2.612
56 H -2.861 3.239 -4.240
57 H -2.396 -2.378 4.636
58 H -3.887 -3.190 4.115
59 H -1.740 0.755 -2.274

Summary:
Total charge   0
Energy above the lowest of the compared OMol25 structures with the same formula, charge and spin   0.000 eV

Löwdin atomic charges, in units of e: H 0.140; H 0.131; H 0.085; H 0.083; H 0.094; C -0.087; H 0.083; H 0.083; O -0.088; O -0.093; H 0.145; C -0.220; H 0.072; C -0.076; H 0.126; H 0.082; C -0.555; C -0.309; H 0.077; N 0.007; C -0.375; H 0.128; O 0.015; C -0.075; H 0.080; C -0.173; C -0.072; H 0.080; H 0.085; C -0.280; H 0.119; H 0.083; C -0.013; O -0.172; C -0.067; C -0.553; H 0.086; C -0.107; H 0.092; H 0.078; H 0.135; H 0.084; O 0.025; H 0.075; H 0.071; H 0.115; C -0.193; H 0.068; C -0.011; H 0.079; H 0.132; H 0.073; H 0.060; H 0.127; N 0.009; H 0.127; H 0.084; H 0.083; H 0.116


Record 2
Formula: C4H9NOS
Source: the OMol25 dataset
Level of theory: ωB97M-V/def2-TZVPD

Positions of all 16 atoms, in Å:
1 H -1.687 2.017 -0.449
2 C 0.077 -0.181 -0.995
3 H 1.674 -1.507 -1.451
4 H -1.638 -1.116 0.086
5 S 2.629 0.978 0.865
6 C -0.989 -0.257 -0.001
7 O -3.032 0.872 0.517
8 C -1.912 1.124 0.140
9 N -0.773 0.561 1.080
10 H 0.697 0.694 -0.828
11 H 0.516 -2.278 -0.300
12 C 1.008 -1.356 -0.600
13 H -1.337 0.381 1.909
14 H 3.533 1.277 1.812
15 H 1.572 -0.892 0.209
16 H -0.339 -0.316 -1.995

Summary:
Total charge   0
Energy above the lowest of the compared OMol25 structures with the same formula, charge and spin   6.760 eV

Löwdin atomic charges, in units of e: H 0.166; C -0.219; H 0.091; H 0.160; S 0.203; C -0.230; O 0.105; C -0.309; N 0.186; H 0.051; H 0.080; C -0.114; H 0.132; H -0.348; H -0.083; H 0.127


Record 3
Formula: C4H4O2Sn
Source: the OMol25 dataset
Level of theory: ωB97M-V/def2-TZVPD

Positions of all 11 atoms, in Å:
1 C -0.769 0.319 0.802
2 C 1.166 -0.022 0.424
3 C 1.282 1.475 0.270
4 H 1.444 1.972 1.243
5 O 1.170 -0.933 -0.512
6 H -0.528 1.474 -1.101
7 H -0.753 0.477 1.897
8 O -1.758 -0.492 0.399
9 H 1.973 1.786 -0.524
10 Sn -0.691 -1.368 -1.001
11 C -0.156 1.267 -0.092

Summary:
Total charge   -1
Calculated total energy   -14135.266 eV
2S+1   2

Löwdin atomic charges, in units of e: C -0.465; C -0.295; C -0.204; H 0.087; O -0.506; H 0.071; H 0.113; O -0.449; H 0.098; Sn 0.775; C -0.226